## 1
The following is a quantum chemistry calculation of a 11-piece molecular cluster, C33H77N11O11 overall, from OMol25.

net charge	0
structure (SMILES)	CNC(C)=O.CNC(C)=O.CNC(C)=O.CNC(C)=O.CNC(C)=O.CNC(C)=O.CNC(C)=O.CNC(C)=O.CNC(C)=O.CNC(C)=O.CNC(C)=O
LUMO energy	0.01	eV
molecular weight	804.04	g/mol
orbital gap	8.54	eV

Last column: Löwdin charge in e.
Cartesian coordinates (Å):
C (-15.872, -18.278, -9.756)  0.0107
C (-16.327, -18.651, -11.124)  -0.5501
O (-17.343, -19.330, -11.325)  0.0200
N (-15.631, -18.221, -12.157)  0.0107
C (-15.901, -18.517, -13.584)  -0.0447
H (-15.092, -18.921, -9.348)  0.0942
H (-16.702, -18.347, -9.053)  0.0603
H (-15.392, -17.299, -9.777)  0.0754
H (-14.670, -18.010, -11.928)  0.1162
H (-16.848, -18.122, -13.952)  0.0831
H (-15.817, -19.578, -13.818)  0.0869
H (-15.220, -17.973, -14.238)  0.0684
C (-14.826, -16.039, -6.691)  0.0024
C (-13.729, -16.117, -5.684)  -0.5926
O (-13.042, -15.162, -5.442)  0.0744
N (-13.576, -17.356, -5.172)  -0.0048
C (-12.603, -17.608, -4.151)  -0.0871
H (-15.087, -16.997, -7.140)  0.0629
H (-14.435, -15.388, -7.473)  0.0731
H (-15.692, -15.591, -6.204)  0.0870
H (-14.085, -18.169, -5.490)  0.1339
H (-12.108, -18.527, -4.464)  0.0798
H (-13.003, -17.717, -3.143)  0.0823
H (-11.786, -16.886, -4.171)  0.0862
C (-20.836, -10.647, -9.362)  0.0206
C (-20.731, -11.664, -10.440)  -0.5378
O (-19.658, -11.930, -11.033)  -0.0319
N (-21.899, -12.201, -10.825)  0.0427
C (-22.020, -13.123, -11.988)  -0.0385
H (-20.009, -10.404, -8.696)  0.0920
H (-21.732, -10.774, -8.754)  0.0550
H (-20.890, -9.686, -9.874)  0.0976
H (-22.759, -11.992, -10.340)  0.0960
H (-21.080, -13.634, -12.196)  0.0689
H (-22.401, -12.590, -12.860)  0.0831
H (-22.765, -13.856, -11.681)  0.0803
C (-14.195, -15.202, -12.450)  0.0170
C (-12.711, -14.863, -12.633)  -0.5761
O (-12.052, -14.510, -11.694)  0.0644
N (-12.165, -14.960, -13.852)  0.0009
C (-10.849, -14.396, -14.163)  -0.0681
H (-14.629, -14.360, -11.911)  0.0679
H (-14.276, -16.172, -11.960)  0.0466
H (-14.751, -15.429, -13.360)  0.0688
H (-12.685, -15.406, -14.594)  0.1301
H (-10.437, -13.595, -13.550)  0.0908
H (-10.663, -14.189, -15.217)  0.0791
H (-10.208, -15.259, -13.982)  0.0799
C (-16.885, -14.060, -9.695)  0.0204
C (-18.073, -14.841, -9.232)  -0.4899
O (-17.837, -15.783, -8.421)  -0.0428
N (-19.337, -14.416, -9.492)  0.0526
C (-20.609, -14.885, -8.923)  -0.0597
H (-16.491, -14.698, -10.486)  0.0732
H (-16.071, -13.915, -8.984)  0.0840
H (-17.174, -13.071, -10.048)  0.0699
H (-19.352, -13.540, -9.994)  0.0696
H (-20.867, -14.245, -8.078)  0.0633
H (-20.561, -15.928, -8.611)  0.0813
H (-21.418, -14.775, -9.645)  0.0632
C (-20.386, -17.210, -11.851)  0.0081
C (-21.240, -18.058, -12.753)  -0.5383
O (-21.663, -19.151, -12.337)  0.0214
N (-21.471, -17.578, -13.983)  0.0038
C (-22.321, -18.271, -14.947)  -0.0633
H (-20.847, -17.135, -10.867)  0.0776
H (-20.215, -16.213, -12.258)  0.0638
H (-19.445, -17.723, -11.651)  0.0709
H (-21.210, -16.627, -14.204)  0.1284
H (-22.917, -17.543, -15.498)  0.0798
H (-23.008, -19.010, -14.536)  0.0846
H (-21.628, -18.806, -15.597)  0.0820
C (-20.332, -21.340, -10.269)  -0.0007
C (-20.152, -20.824, -8.818)  -0.5096
O (-20.803, -21.304, -7.890)  0.0104
N (-19.325, -19.729, -8.768)  0.0181
C (-19.042, -18.916, -7.595)  -0.0763
H (-21.333, -21.050, -10.590)  0.0701
H (-20.174, -22.402, -10.453)  0.0762
H (-19.590, -20.827, -10.882)  0.0486
H (-18.834, -19.500, -9.621)  0.0785
H (-19.698, -19.071, -6.739)  0.0843
H (-19.109, -17.843, -7.773)  0.0427
H (-17.984, -19.034, -7.359)  0.0690
C (-12.861, -12.633, -9.215)  0.0102
C (-13.664, -11.468, -8.603)  -0.5193
O (-13.454, -11.084, -7.452)  0.0143
N (-14.671, -10.971, -9.375)  0.0041
C (-15.498, -9.851, -9.032)  -0.0831
H (-13.073, -12.814, -10.269)  0.0374
H (-13.156, -13.581, -8.766)  0.0673
H (-11.804, -12.461, -9.010)  0.0881
H (-14.586, -11.246, -10.343)  0.0609
H (-15.245, -8.919, -9.537)  0.0768
H (-15.444, -9.648, -7.962)  0.0821
H (-16.535, -10.037, -9.310)  0.0655
C (-16.667, -10.634, -12.776)  0.0139
C (-15.356, -11.256, -13.065)  -0.5719
O (-14.672, -11.616, -12.126)  0.0232
N (-15.002, -11.429, -14.319)  0.0344
C (-13.773, -12.093, -14.805)  -0.0380
H (-17.154, -11.278, -12.044)  0.0712
H (-17.324, -10.630, -13.645)  0.0806
H (-16.667, -9.668, -12.270)  0.0942
H (-15.630, -11.114, -15.045)  0.1376
H (-13.341, -11.627, -15.690)  0.0844
H (-14.060, -13.124, -15.015)  0.0715
H (-12.981, -12.097, -14.057)  0.0818
C (-23.912, -10.448, -7.151)  0.0110
C (-24.116, -11.826, -7.844)  -0.5683
O (-24.436, -11.860, -9.036)  -0.0111
N (-23.920, -12.879, -7.105)  0.0326
C (-24.112, -14.259, -7.534)  -0.0385
H (-23.572, -9.750, -7.916)  0.0724
H (-23.140, -10.646, -6.407)  0.0711
H (-24.803, -10.087, -6.637)  0.0810
H (-23.378, -12.776, -6.259)  0.0855
H (-23.169, -14.709, -7.843)  0.0592
H (-24.806, -14.395, -8.363)  0.0899
H (-24.419, -14.880, -6.693)  0.0817
C (-22.335, -14.568, -3.458)  0.0083
C (-21.369, -14.131, -4.577)  -0.4930
O (-21.742, -13.167, -5.313)  -0.0470
N (-20.269, -14.822, -4.812)  0.0302
C (-19.236, -14.363, -5.750)  -0.0399
H (-23.304, -14.796, -3.901)  0.0733
H (-22.556, -13.762, -2.759)  0.0841
H (-22.012, -15.465, -2.928)  0.0719
H (-20.099, -15.756, -4.465)  0.1474
H (-18.301, -14.241, -5.202)  0.0883
H (-19.504, -13.445, -6.273)  0.0866
H (-19.099, -15.218, -6.412)  0.0629

## 2
The following is a quantum chemistry calculation of a 11-piece molecular cluster, C33H77N11O11 overall, from OMol25.

net charge	0
structure (SMILES)	CNC(C)=O.CNC(C)=O.CNC(C)=O.CNC(C)=O.CNC(C)=O.CNC(C)=O.CNC(C)=O.CNC(C)=O.CNC(C)=O.CNC(C)=O.CNC(C)=O
LUMO energy	-0.06	eV
molecular weight	804.04	g/mol
orbital gap	8.62	eV

Last column: Löwdin charge in e.
Cartesian coordinates (Å):
C (-2.074, -0.612, 1.263)  0.0289
C (-0.900, 0.293, 0.815)  -0.4665
O (-0.547, 1.247, 1.502)  -0.0037
N (-0.260, 0.033, -0.376)  0.0142
C (0.826, 0.749, -0.924)  -0.0708
H (-2.971, -0.015, 1.428)  0.0651
H (-1.954, -1.128, 2.215)  0.0580
H (-2.210, -1.369, 0.491)  0.0601
H (-0.491, -0.696, -1.036)  0.0858
H (1.697, 0.108, -1.062)  0.0773
H (1.078, 1.569, -0.252)  0.0654
H (0.508, 1.144, -1.889)  0.0828
C (1.604, -3.232, 5.113)  0.0103
C (0.660, -3.450, 3.903)  -0.5021
O (1.130, -3.520, 2.781)  0.0321
N (-0.648, -3.510, 4.245)  0.0262
C (-1.721, -3.874, 3.331)  -0.0501
H (1.165, -3.483, 6.078)  0.0734
H (1.961, -2.203, 5.072)  0.0814
H (2.443, -3.928, 5.085)  0.0525
H (-1.000, -3.239, 5.152)  0.1153
H (-2.235, -4.709, 3.809)  0.0880
H (-1.351, -4.112, 2.334)  0.0570
H (-2.505, -3.125, 3.218)  0.0753
C (-1.864, -1.396, -5.033)  0.0266
C (-1.708, -0.777, -3.703)  -0.5649
O (-1.030, -1.302, -2.847)  0.0046
N (-2.433, 0.314, -3.479)  0.0444
C (-2.723, 0.988, -2.219)  -0.0443
H (-1.852, -0.560, -5.732)  0.0810
H (-2.793, -1.962, -5.097)  0.1055
H (-0.937, -1.893, -5.320)  0.0932
H (-3.034, 0.620, -4.230)  0.1344
H (-2.807, 0.262, -1.411)  0.0756
H (-3.631, 1.586, -2.291)  0.0888
H (-1.952, 1.652, -1.827)  0.0718
C (-4.472, 2.302, 1.795)  -0.0051
C (-5.562, 2.240, 0.774)  -0.5522
O (-5.754, 1.224, 0.104)  0.0266
N (-6.355, 3.333, 0.662)  -0.0018
C (-7.563, 3.311, -0.133)  -0.0799
H (-4.541, 3.257, 2.317)  0.0727
H (-3.474, 2.206, 1.369)  0.0749
H (-4.652, 1.553, 2.566)  0.0926
H (-6.194, 4.109, 1.288)  0.1280
H (-8.095, 4.199, 0.210)  0.0816
H (-8.180, 2.413, -0.108)  0.0899
H (-7.378, 3.513, -1.188)  0.0794
C (4.989, -1.178, -1.857)  0.0025
C (3.973, -1.839, -2.780)  -0.5935
O (4.078, -2.990, -3.181)  0.0343
N (3.030, -1.021, -3.186)  0.0214
C (1.888, -1.444, -4.027)  -0.0443
H (5.576, -0.493, -2.470)  0.0867
H (5.652, -1.836, -1.296)  0.0860
H (4.317, -0.556, -1.265)  0.0376
H (2.917, -0.150, -2.688)  0.0564
H (1.289, -2.194, -3.510)  0.0728
H (2.196, -1.907, -4.964)  0.0866
H (1.234, -0.600, -4.244)  0.0606
C (-1.582, 1.396, 4.762)  0.0047
C (-2.067, 0.052, 5.190)  -0.5935
O (-3.026, -0.433, 4.618)  0.0220
N (-1.409, -0.622, 6.103)  0.0204
C (-0.221, -0.177, 6.828)  -0.0480
H (-0.514, 1.450, 4.553)  0.0783
H (-1.801, 2.162, 5.505)  0.0919
H (-2.200, 1.620, 3.892)  0.0715
H (-1.712, -1.563, 6.312)  0.1311
H (-0.115, 0.902, 6.716)  0.0816
H (0.661, -0.731, 6.506)  0.0674
H (-0.391, -0.317, 7.895)  0.0857
C (0.528, 2.347, -5.592)  0.0042
C (-0.733, 2.796, -6.348)  -0.5760
O (-0.917, 2.408, -7.495)  0.0384
N (-1.618, 3.476, -5.624)  0.0006
C (-2.902, 3.917, -6.197)  -0.0590
H (1.281, 3.105, -5.807)  0.0751
H (0.893, 1.416, -6.025)  0.0842
H (0.258, 2.252, -4.540)  0.0598
H (-1.358, 3.856, -4.725)  0.1297
H (-2.709, 4.527, -7.080)  0.0854
H (-3.411, 4.599, -5.516)  0.0785
H (-3.544, 3.065, -6.417)  0.0838
C (2.499, 1.866, 3.068)  -0.0010
C (2.199, 3.317, 2.652)  -0.6192
O (2.729, 4.165, 3.334)  0.0275
N (1.335, 3.553, 1.716)  0.0460
C (1.087, 4.933, 1.182)  -0.0271
H (1.825, 1.104, 2.677)  0.0537
H (2.488, 1.826, 4.157)  0.0786
H (3.463, 1.509, 2.705)  0.0641
H (0.951, 2.726, 1.281)  0.0702
H (0.101, 5.261, 1.514)  0.0792
H (1.332, 4.924, 0.120)  0.0670
H (1.649, 5.759, 1.619)  0.0773
C (3.537, -1.827, 1.190)  0.0034
C (4.538, -2.779, 1.784)  -0.5466
O (5.695, -2.843, 1.410)  0.0412
N (4.062, -3.607, 2.720)  0.0018
C (4.783, -4.552, 3.537)  -0.0572
H (3.319, -2.055, 0.147)  0.0739
H (3.782, -0.765, 1.210)  0.0676
H (2.563, -1.740, 1.673)  0.0591
H (3.057, -3.709, 2.749)  0.0730
H (4.242, -4.675, 4.476)  0.0603
H (5.770, -4.118, 3.699)  0.0892
H (4.871, -5.504, 3.012)  0.0883
C (-2.578, -6.069, -1.411)  -0.0119
C (-2.349, -4.692, -2.029)  -0.5607
O (-3.025, -4.486, -3.030)  0.0142
N (-1.524, -3.811, -1.474)  0.0424
C (-0.682, -3.791, -0.273)  -0.0489
H (-3.393, -6.695, -1.775)  0.0779
H (-2.711, -6.017, -0.330)  0.0645
H (-1.699, -6.655, -1.677)  0.0810
H (-1.494, -2.992, -2.064)  0.0861
H (-1.059, -3.092, 0.473)  0.0417
H (0.343, -3.602, -0.594)  0.0937
H (-0.703, -4.724, 0.290)  0.0752
C (2.804, 4.080, -3.247)  0.0102
C (3.390, 2.986, -2.302)  -0.5024
O (3.291, 1.798, -2.581)  0.0117
N (3.980, 3.339, -1.144)  0.0235
C (4.444, 2.370, -0.145)  -0.0415
H (3.014, 3.982, -4.312)  0.0725
H (2.976, 5.116, -2.953)  0.0693
H (1.720, 3.972, -3.286)  0.0586
H (4.038, 4.335, -0.991)  0.1304
H (5.171, 1.663, -0.545)  0.0872
H (3.574, 1.860, 0.268)  0.0579
H (4.848, 2.934, 0.695)  0.0932

## 3
The following is a quantum chemistry calculation of a 11-piece molecular cluster, C33H77N11O11 overall, from OMol25.

net charge	0
structure (SMILES)	CN(C)C=O.CN(C)C=O.CN(C)C=O.CN(C)C=O.CN(C)C=O.CN(C)C=O.CN(C)C=O.CN(C)C=O.CN(C)C=O.CN(C)C=O.CN(C)C=O
LUMO energy	0.25	eV
molecular weight	804.04	g/mol
orbital gap	9.04	eV

Last column: Löwdin charge in e.
Cartesian coordinates (Å):
C (8.815, -20.021, -16.355)  -0.3515
O (8.636, -18.925, -15.862)  0.0115
N (8.120, -20.524, -17.395)  -0.1921
C (6.968, -19.847, -17.956)  -0.0513
C (8.587, -21.712, -18.094)  -0.0560
H (9.668, -20.641, -16.037)  0.1296
H (6.738, -18.910, -17.460)  0.0839
H (6.128, -20.537, -17.897)  0.0605
H (7.133, -19.576, -19.003)  0.0903
H (9.285, -22.232, -17.442)  0.0817
H (7.723, -22.383, -18.172)  0.0790
H (8.935, -21.540, -19.111)  0.0887
C (-1.346, -23.871, -21.516)  -0.3737
O (-2.375, -23.264, -21.270)  -0.0166
N (-1.289, -25.172, -21.878)  -0.1674
C (-0.040, -25.806, -22.304)  -0.0385
C (-2.512, -25.951, -21.943)  -0.0580
H (-0.347, -23.429, -21.474)  0.0959
H (-0.306, -26.793, -22.679)  0.0902
H (0.696, -25.884, -21.505)  0.0564
H (0.443, -25.297, -23.139)  0.0781
H (-2.613, -26.352, -22.954)  0.0828
H (-2.525, -26.791, -21.244)  0.0859
H (-3.412, -25.392, -21.701)  0.0805
C (-1.486, -20.010, -21.339)  -0.3141
O (-0.728, -19.652, -20.448)  -0.0171
N (-1.538, -19.441, -22.560)  -0.1838
C (-2.520, -19.863, -23.536)  -0.0546
C (-0.632, -18.391, -22.954)  -0.0372
H (-2.120, -20.908, -21.296)  0.1201
H (-3.203, -20.663, -23.261)  0.0919
H (-2.049, -20.076, -24.496)  0.0781
H (-3.192, -19.008, -23.686)  0.0907
H (-1.289, -17.604, -23.343)  0.0965
H (0.016, -18.022, -22.170)  0.0709
H (0.018, -18.697, -23.781)  0.0872
C (0.158, -21.921, -24.460)  -0.3209
O (0.279, -22.115, -23.272)  0.0012
N (-0.836, -22.425, -25.219)  -0.1706
C (-0.823, -22.291, -26.684)  -0.0422
C (-1.900, -23.277, -24.719)  -0.0339
H (0.780, -21.208, -25.022)  0.1438
H (-1.699, -21.678, -26.907)  0.0866
H (-0.943, -23.238, -27.206)  0.0901
H (0.085, -21.794, -27.018)  0.0812
H (-2.816, -23.242, -25.307)  0.0974
H (-1.538, -24.290, -24.549)  0.0916
H (-2.258, -22.918, -23.750)  0.0691
C (3.586, -16.373, -17.584)  -0.3520
O (4.112, -15.446, -16.997)  0.0182
N (2.388, -16.287, -18.212)  -0.1885
C (1.774, -17.493, -18.714)  -0.0718
C (1.719, -15.040, -18.428)  -0.0535
H (4.049, -17.365, -17.705)  0.1151
H (0.878, -17.734, -18.126)  0.0986
H (2.473, -18.319, -18.768)  0.0579
H (1.289, -17.330, -19.683)  0.0884
H (1.257, -14.984, -19.418)  0.0885
H (0.894, -14.820, -17.741)  0.0912
H (2.403, -14.197, -18.356)  0.0890
C (2.819, -22.166, -22.003)  -0.2771
O (3.632, -22.905, -22.527)  -0.0752
N (3.094, -21.247, -21.057)  -0.1280
C (2.138, -20.291, -20.530)  -0.0614
C (4.428, -21.121, -20.511)  -0.0401
H (1.789, -22.115, -22.377)  0.1017
H (2.656, -19.336, -20.588)  0.0197
H (1.765, -20.553, -19.539)  0.0901
H (1.284, -20.254, -21.212)  0.0869
H (4.959, -22.072, -20.552)  0.0627
H (4.955, -20.277, -20.964)  0.0942
H (4.437, -20.904, -19.435)  0.0752
C (3.815, -15.856, -22.920)  -0.3364
O (3.221, -15.884, -23.979)  0.0107
N (3.722, -16.871, -22.027)  -0.1643
C (2.935, -18.042, -22.362)  -0.0407
C (4.440, -16.836, -20.754)  -0.0294
H (4.474, -15.039, -22.601)  0.1350
H (3.615, -18.812, -22.737)  0.1029
H (2.138, -17.868, -23.073)  0.0771
H (2.466, -18.470, -21.472)  0.0182
H (5.432, -17.273, -20.886)  0.0929
H (4.527, -15.807, -20.413)  0.0944
H (3.855, -17.420, -20.046)  0.0474
C (1.315, -24.710, -19.194)  -0.3350
O (1.013, -23.867, -19.988)  0.0417
N (2.231, -24.545, -18.216)  -0.1720
C (2.866, -25.654, -17.589)  -0.0752
C (2.811, -23.234, -17.995)  -0.0336
H (0.925, -25.738, -19.220)  0.1389
H (2.974, -25.492, -16.514)  0.0920
H (3.871, -25.819, -17.989)  0.0754
H (2.306, -26.577, -17.738)  0.0934
H (3.798, -23.106, -18.460)  0.0687
H (2.279, -22.379, -18.400)  0.0723
H (3.009, -23.146, -16.924)  0.0936
C (3.804, -25.285, -22.538)  -0.3417
O (2.992, -25.941, -23.182)  -0.0027
N (4.284, -25.649, -21.335)  -0.1497
C (4.979, -24.628, -20.575)  -0.0671
C (3.945, -26.890, -20.670)  -0.0430
H (4.145, -24.305, -22.892)  0.0777
H (5.711, -24.077, -21.162)  0.0955
H (5.544, -25.021, -19.725)  0.0883
H (4.272, -23.941, -20.099)  0.0448
H (4.740, -27.189, -19.991)  0.0860
H (3.023, -26.722, -20.102)  0.0604
H (3.711, -27.717, -21.336)  0.0911
C (3.971, -19.578, -15.388)  -0.3153
O (4.201, -19.556, -16.591)  -0.0285
N (2.737, -19.702, -14.879)  -0.1846
C (2.532, -19.573, -13.429)  -0.0420
C (1.537, -19.949, -15.661)  -0.0372
H (4.745, -19.367, -14.638)  0.1433
H (1.643, -19.002, -13.171)  0.0884
H (3.426, -19.142, -12.989)  0.0834
H (2.406, -20.586, -13.039)  0.0889
H (1.699, -20.206, -16.702)  0.0717
H (0.985, -20.807, -15.264)  0.0901
H (0.892, -19.087, -15.487)  0.0926
C (4.207, -20.853, -25.268)  -0.3276
O (4.826, -19.883, -25.663)  0.0102
N (3.871, -21.892, -26.065)  -0.1799
C (3.403, -23.155, -25.544)  -0.0671
C (4.050, -21.883, -27.497)  -0.0584
H (3.949, -21.023, -24.211)  0.1207
H (3.117, -23.108, -24.491)  0.0574
H (4.102, -23.983, -25.687)  0.0983
H (2.499, -23.522, -26.045)  0.0837
H (4.952, -22.449, -27.780)  0.0941
H (3.207, -22.222, -28.088)  0.0839
H (4.487, -20.918, -27.772)  0.0850

Relative energies in hartree: 1 0.0000; 2 0.0123; 3 0.2257